95
Properties=species:S:1:pos:R:3:forces:R:3 method="wB97M-V/def2-TZVPD" total_charge=-1 e_tot_ev=-84711.55966 e_homo_ev=-4.1
Tl 1.427724 0.359755 1.606192 -0.365 -0.006 0.536
O 3.520740 3.248214 -1.149801 -0.091 -0.016 0.095
C 2.948563 2.232112 -0.739355 0.155 0.004 0.107
N 2.799112 1.830178 0.530789 0.147 0.059 -0.224
C 3.463257 2.539500 1.575619 -0.079 0.010 -0.128
C 3.688914 3.918218 1.569345 0.011 -0.107 -0.019
C 4.354598 4.533060 2.616946 -0.002 0.006 0.000
C 4.798709 3.780665 3.694634 0.010 0.032 -0.012
C 4.549821 2.421470 3.735041 -0.013 -0.018 0.007
C 3.865830 1.787845 2.696476 0.029 -0.083 0.126
N 3.424482 0.454749 2.794458 0.206 0.025 0.002
C 4.121879 -0.459237 3.463073 0.024 -0.156 -0.262
O 5.294928 -0.416332 3.851183 -0.073 0.067 0.091
C 3.355438 -1.747137 3.776981 -0.031 0.135 0.085
C 4.061275 -2.828426 4.299741 -0.006 -0.007 0.013
C 3.360190 -3.946758 4.712355 0.006 0.005 -0.003
C 1.975023 -3.943079 4.617713 -0.013 0.009 0.029
C 1.362749 -2.829317 4.068234 0.039 0.099 0.155
N 2.031295 -1.764964 3.631125 -0.051 -0.043 0.141
C 2.481302 1.319167 -1.863665 0.003 0.015 -0.018
C 2.073238 1.939221 -3.045755 -0.023 -0.006 0.005
C 1.823335 1.169504 -4.160132 -0.051 0.037 -0.001
C 2.006073 -0.206334 -4.078519 -0.022 -0.016 0.020
C 2.418054 -0.731997 -2.871018 -0.006 -0.036 -0.030
N 2.647509 0.003340 -1.780228 -0.028 0.095 -0.057
H 3.353776 4.495475 0.725713 -0.011 0.029 -0.051
H 4.523491 5.602932 2.588326 -0.002 -0.013 -0.008
H 5.324269 4.254322 4.515597 -0.007 -0.007 -0.012
H 4.873383 1.830062 4.578656 -0.007 -0.006 -0.010
H 5.134257 -2.739170 4.393020 -0.012 0.005 -0.008
H 3.881360 -4.801570 5.126538 -0.007 0.010 -0.005
H 1.379689 -4.777125 4.965279 0.007 0.003 -0.010
H 0.280133 -2.781643 3.985961 0.030 -0.038 0.014
H 2.005464 3.017187 -3.057808 -0.024 -0.010 -0.013
H 1.507640 1.631194 -5.088609 -0.001 -0.008 0.006
H 1.844174 -0.855937 -4.928977 0.005 0.013 0.000
H 2.593827 -1.799865 -2.775826 -0.008 0.020 0.018
N -0.618606 -1.688599 1.385495 0.031 0.170 0.063
C -0.523551 -3.021244 0.816812 -0.005 0.024 -0.051
C 0.916011 -3.517297 0.835855 0.113 -0.052 0.072
C 1.869918 -2.702211 -0.033249 0.031 0.021 -0.019
N 2.462790 -1.518707 0.607955 0.090 0.086 -0.039
H -0.627381 -1.685060 2.398289 -0.021 0.026 -0.009
H -1.422319 -1.158868 1.068463 0.011 0.004 -0.035
H -0.862532 -2.956767 -0.220174 0.011 -0.027 0.019
H -1.171898 -3.759093 1.309933 0.000 0.008 0.044
H 0.930531 -4.552812 0.482886 -0.009 -0.003 -0.034
H 1.292223 -3.539713 1.863693 -0.061 -0.058 -0.230
H 1.347304 -2.352490 -0.923506 -0.053 0.027 0.010
H 2.679800 -3.354792 -0.376703 0.004 -0.025 -0.043
H 2.924876 -0.949849 -0.112453 0.019 -0.142 -0.032
H 3.154363 -1.782759 1.303517 -0.083 0.015 -0.016
O -0.536517 0.665957 -1.033160 -0.127 0.136 -0.052
P -1.991753 0.556940 -1.285692 0.293 -0.134 0.075
N -2.529142 1.772019 -2.275605 -0.020 0.046 -0.055
C -1.657798 2.353061 -3.307125 0.058 0.004 0.005
C -2.633914 2.976938 -4.302361 -0.005 0.018 -0.008
C -3.832001 3.341854 -3.427451 -0.013 0.015 0.006
C -3.931081 2.148953 -2.481047 0.049 0.018 0.014
N -2.307640 -0.932166 -1.987371 -0.112 -0.109 0.067
C -1.222761 -1.660665 -2.643438 0.001 0.080 -0.034
C -1.878551 -3.003639 -2.930363 0.001 -0.015 0.007
C -3.307174 -2.614656 -3.346414 -0.003 0.011 -0.024
C -3.515404 -1.195654 -2.769828 0.003 -0.009 0.020
N -2.986562 0.614746 0.018767 -0.204 0.070 -0.110
C -4.078186 -0.289930 0.374650 0.081 -0.026 0.086
C -4.282000 0.013409 1.854559 0.016 -0.040 0.020
C -4.060138 1.525223 1.951327 0.012 0.036 0.041
C -3.082786 1.861409 0.812367 0.019 -0.062 -0.001
H -1.020788 1.593443 -3.763446 0.015 -0.003 -0.005
H -0.996285 3.102810 -2.865022 -0.002 0.003 0.002
H -2.933420 2.237745 -5.050746 -0.003 -0.002 0.011
H -2.204688 3.830948 -4.825797 0.000 -0.007 0.003
H -4.750406 3.503295 -3.991537 0.001 0.002 0.001
H -3.617494 4.247445 -2.855495 0.011 -0.006 -0.006
H -4.515681 1.344971 -2.943511 0.004 0.029 -0.003
H -4.418151 2.405145 -1.540568 0.006 -0.011 0.040
H -0.347308 -1.697101 -2.003343 0.021 -0.013 0.039
H -0.921604 -1.172377 -3.582148 0.018 -0.008 -0.022
H -1.898287 -3.595411 -2.013051 -0.009 -0.009 -0.034
H -1.356391 -3.579112 -3.695235 0.002 0.019 -0.002
H -4.049146 -3.319921 -2.973756 0.008 0.005 0.022
H -3.399828 -2.591391 -4.432761 -0.012 -0.008 -0.001
H -4.407056 -1.121284 -2.145947 0.004 0.004 -0.021
H -3.621072 -0.470883 -3.586791 0.025 -0.039 -0.019
H -3.796677 -1.324911 0.174438 -0.011 0.010 0.004
H -4.995292 -0.065385 -0.190614 0.010 0.013 0.008
H -3.527863 -0.511384 2.445772 0.009 0.023 -0.011
H -5.265588 -0.294403 2.209436 0.007 0.002 0.014
H -3.658873 1.813679 2.921958 0.012 0.006 0.038
H -5.001933 2.061298 1.814110 -0.001 -0.031 -0.045
H -2.097601 2.138685 1.180462 0.038 -0.042 0.030
H -3.457393 2.689373 0.204384 0.019 0.020 -0.011
I -0.376330 1.262888 3.495436 0.115 -0.181 -0.434
I -2.438462 2.179028 5.805840 -0.161 0.010 0.071

---

83
Properties=species:S:1:pos:R:3:forces:R:3 method="wB97M-V/def2-TZVPD" total_charge=+2 e_tot_ev=-63860.50308 e_homo_ev="-11.7 / -13.2" multiplicity=5
P -2.363214 -1.307794 -2.505154 1.140 -5.930 1.971
P -3.323636 -1.554092 1.168632 -1.783 -4.762 3.002
C -3.370103 -2.542928 -1.529424 -0.434 0.878 -1.160
C -4.178013 -1.874132 -0.436605 -0.158 0.426 -0.483
H -2.696464 -3.348701 -1.136673 -0.652 0.808 -0.779
H -4.008053 -2.895669 -2.347793 -0.502 -0.621 0.688
H -4.569299 -0.888303 -0.745124 -0.024 -0.371 -0.079
H -5.039261 -2.538615 -0.241978 0.331 0.516 0.575
C -3.770458 -3.186092 1.921825 -0.916 0.050 0.102
H -3.461236 -3.189520 2.975088 -0.051 -0.142 -0.314
H -3.317826 -4.036295 1.395386 -0.128 0.278 0.191
H -4.867283 -3.275154 1.890345 0.344 -0.267 0.033
C -4.463855 -0.508147 2.150721 0.076 0.562 -0.118
H -5.304206 -1.121091 2.528699 0.561 0.098 -0.333
H -4.892379 0.266243 1.507411 0.114 0.097 0.196
H -3.973989 -0.039932 3.017846 -0.053 -0.136 -0.386
C -1.878421 -2.586029 -3.741120 0.177 0.589 -0.942
H -1.205627 -2.137534 -4.492617 -0.325 -0.328 0.048
H -2.808202 -2.933365 -4.219238 0.323 0.268 -0.083
H -1.363412 -3.468506 -3.307261 -0.598 0.839 -0.056
C -3.353933 -0.089133 -3.245225 0.066 1.128 0.013
H -3.785892 0.561143 -2.447430 0.094 -0.286 -0.945
H -4.105966 -0.680316 -3.821239 0.403 0.856 0.251
H -2.616519 0.461935 -3.879035 -1.052 -0.035 0.114
Os -0.624575 1.880254 -1.385218 0.003 -2.445 -0.173
C -1.618709 -1.668595 2.025767 -0.514 2.518 -0.932
C -0.599515 -2.647399 1.797122 0.671 -1.862 -0.719
C -0.558181 -3.597251 0.685980 0.814 -1.638 -0.966
C 0.413125 -3.188846 -0.499192 0.733 -1.499 0.452
C -0.198125 -2.466514 -1.556242 -1.844 3.121 0.306
C -1.101558 -1.382026 -1.239402 0.147 5.063 -0.123
C -1.545081 -0.131387 -0.035800 0.889 -0.221 0.559
C -1.124706 -0.334531 1.483450 0.873 0.978 -0.583
C 0.579710 1.366938 -2.957883 1.382 -0.019 -0.693
H -1.840779 -1.644226 3.110350 -0.425 0.397 -0.459
H 0.353283 -2.525767 2.316978 -0.419 0.278 0.230
H -1.585214 -3.927030 0.347426 1.222 0.551 0.026
H -0.047216 -4.546845 0.978800 -0.632 0.551 0.423
H 1.260849 -2.545101 -0.178471 -0.042 -0.808 0.593
H 0.798539 -4.107670 -0.995292 0.232 0.384 0.820
H 0.224433 -2.341017 -2.540809 0.416 -0.426 0.030
H -0.441749 -0.013815 -1.713313 -0.270 0.059 0.685
H -2.619205 0.161095 -0.005516 0.242 -0.553 -0.663
H -1.157879 1.259486 0.077069 0.107 -1.394 0.594
H -0.030211 -0.284178 1.526767 -0.422 0.190 0.257
H -1.560829 0.460543 2.124976 0.407 0.021 -0.696
H 0.979827 2.346055 -3.264228 0.044 -0.113 0.003
H 0.165797 0.911254 -3.869011 -0.187 -0.139 0.336
H 1.437523 0.764477 -2.581597 -0.443 0.226 -0.946
C 1.937293 0.662508 4.427209 0.403 -0.361 0.649
C 1.005288 1.554960 3.922801 -0.505 0.298 -0.621
C 0.956112 1.811704 2.543985 -0.080 0.045 0.638
C 1.770391 1.117786 1.636287 -0.861 -0.371 -0.323
C 2.671025 0.181450 2.160367 0.067 -0.112 0.532
C 2.797858 -0.000598 3.557196 -0.227 0.135 -0.725
Si 1.522094 1.551848 -0.245576 2.855 1.499 1.177
C 1.790260 3.430967 -0.128007 -0.931 -1.459 0.267
C 0.823902 4.205422 -0.749823 0.431 0.678 0.735
C 0.894371 5.585092 -0.533407 -1.115 0.342 -0.395
C 1.831590 6.158162 0.325095 0.193 -0.226 -0.093
C 2.764098 5.351756 0.990456 -0.368 -0.563 -0.373
C 2.724513 3.971862 0.761855 0.045 0.712 0.151
C 3.281367 1.014756 -0.892982 -0.223 -0.766 -0.683
C 4.352901 1.919735 -1.093852 0.052 -0.292 0.155
C 5.685898 1.467695 -1.202268 -0.377 0.199 -0.039
C 5.997273 0.110963 -1.133444 -0.639 0.038 0.243
C 4.940197 -0.797127 -1.008708 -0.403 -0.034 -0.184
C 3.600531 -0.358587 -0.950082 0.732 0.136 0.154
H 2.012206 0.482586 5.518758 -0.085 0.152 -0.853
H 0.275497 2.024387 4.587535 0.404 0.062 -0.175
H 0.258511 2.574275 2.182369 0.136 -0.224 0.066
H 3.292922 -0.416189 1.496000 -0.027 0.240 0.170
H 3.558939 -0.669432 3.948327 -0.140 0.028 -0.093
H -0.077965 3.671071 -1.271670 1.444 2.091 0.238
H 0.140564 6.204988 -1.012644 0.183 0.167 0.149
H 1.831045 7.233659 0.506726 -0.079 -0.301 -0.192
H 3.480693 5.776261 1.689789 -0.166 -0.047 -0.148
H 3.379937 3.309399 1.332984 -0.106 0.198 -0.318
H 4.170122 2.995220 -1.139589 0.041 -0.379 0.050
H 6.494331 2.192712 -1.330639 -0.369 -0.169 0.032
H 7.034505 -0.235361 -1.152289 -0.428 0.144 -0.062
H 5.160527 -1.863727 -0.954031 -0.113 0.231 -0.100
H 2.798898 -1.106078 -0.901472 0.317 0.175 0.104